Entry 1:
12 unconnected molecules or ions with the total composition C12H48O12 at a distorted geometry, computed with ωB97M-V/def2-TZVPD.

Cartesian coordinates (Å):
C -0.096 0.225 -0.357
C -1.291 -0.566 -0.934
C -2.045 -1.386 0.091
O -2.182 0.339 -1.576
H 0.350 -0.468 0.362
H -0.507 1.045 0.241
H 0.557 0.647 -1.114
H -0.916 -1.228 -1.725
H -2.421 -0.777 0.911
H -1.376 -2.168 0.451
H -2.891 -1.877 -0.379
H -2.004 0.433 -2.510
C 3.153 -0.454 0.459
C 3.029 -1.976 0.478
C 3.157 -2.524 1.908
O 1.769 -2.379 -0.013
H 4.192 -0.169 0.631
H 2.548 0.003 1.246
H 2.777 -0.028 -0.474
H 3.894 -2.449 -0.005
H 4.187 -2.605 2.243
H 2.695 -3.513 1.908
H 2.574 -1.883 2.573
H 1.651 -1.999 -0.901
C 0.664 0.637 3.431
C -0.642 -0.041 3.792
C -0.447 -1.558 3.769
O -1.086 0.355 5.097
H 1.537 0.136 3.853
H 0.635 1.705 3.650
H 0.838 0.588 2.349
H -1.464 0.236 3.131
H -1.304 -2.205 3.954
H 0.331 -1.925 4.447
H -0.086 -1.830 2.765
H -0.357 0.199 5.709
C 2.168 4.574 -0.625
C 1.010 3.711 -0.118
C 0.210 4.276 1.049
O 0.132 3.590 -1.237
H 2.654 4.108 -1.491
H 3.031 4.682 0.042
H 1.860 5.570 -0.942
H 1.402 2.752 0.249
H 0.793 4.451 1.950
H -0.661 3.654 1.243
H -0.147 5.245 0.682
H 0.641 3.071 -1.882
O 0.165 -4.981 -0.391
H 0.803 -4.401 0.046
H -0.630 -4.430 -0.451
O 1.320 -1.500 -2.687
H 1.637 -2.108 -3.368
H 1.487 -0.617 -3.035
O -1.842 -0.258 -4.677
H -1.553 0.660 -4.734
H -1.244 -0.742 -5.262
O -2.837 2.929 -0.853
H -2.644 1.977 -0.768
H -2.063 3.281 -1.313
O -2.477 -4.312 -1.133
H -3.273 -3.770 -1.195
H -2.583 -4.972 -1.829
O -3.270 -2.484 -3.476
H -3.072 -1.689 -4.003
H -2.407 -2.839 -3.229
O -4.306 0.947 1.937
H -4.375 1.909 1.927
H -3.390 0.771 1.703
O 1.338 2.199 -3.476
H 2.046 1.790 -3.988
H 0.655 2.413 -4.123

The spin multiplicity is 1. For the relative energy (zero: lowest compared OMol25 entry of this formula, charge and spin), the calculation gives 0.0 kcal/mol. The calculation puts the HOMO energy at -10.0 eV. The value obtained for the LUMO energy is -1.1 eV. As for the SMILES: CC(C)O.CC(C)O.CC(C)O.CC(C)O.O.O.O.O.O.O.O.O. Its gap between HOMO and LUMO is 9.0 eV.



Entry 2:
A molecular structure, C12H4O8Rb at a distorted geometry, computed with ωB97M-V/def2-TZVPD.

Cartesian coordinates (Å):
Rb 1.141 -1.243 2.474
C -2.249 -3.036 -1.864
C -3.194 -3.002 -0.725
C -2.556 -3.303 0.730
O -3.361 -3.536 1.695
C -1.150 -3.289 0.865
C -0.339 -3.243 -0.268
C -0.904 -3.162 -1.643
O -0.189 -3.078 -2.735
O 0.940 -3.298 -0.035
O -4.421 -2.774 -0.697
H -2.701 -2.835 -2.824
H -0.748 -3.368 1.865
C 0.643 2.718 1.225
C 1.405 1.763 0.368
C 2.372 2.393 -0.721
O 3.009 1.665 -1.476
C 2.616 3.862 -0.625
C 1.890 4.711 0.200
C 0.846 4.080 1.072
O 0.131 4.768 1.949
O 2.330 5.946 0.197
O 1.357 0.535 0.435
H -0.167 2.444 1.884
H 3.301 4.282 -1.347

The spin multiplicity is 1. The calculation puts the HOMO energy at 1.4 eV. The value obtained for the LUMO energy is 4.6 eV. Its charge is -3. Its gap between HOMO and LUMO is 3.2 eV.



Entry 3:
A molecular structure, C12H50B3ClN10NiO6 at a distorted geometry, computed with ωB97M-V/def2-TZVPD.

Cartesian coordinates (Å):
Ni -2.177 1.318 4.196
B 0.171 -0.852 2.914
H -0.076 -0.970 3.957
H -0.766 -0.766 2.385
H 0.598 0.128 2.770
H 0.795 -1.632 2.506
B -5.352 0.111 3.573
H -4.934 0.447 2.637
H -4.625 -0.602 3.932
H -5.218 0.862 4.336
H -6.333 -0.283 3.356
B -1.928 4.396 2.049
H -2.889 4.845 1.850
H -1.119 4.924 1.568
H -1.707 4.338 3.103
H -2.003 3.409 1.618
Cl -1.577 1.740 8.370
C -5.103 -3.477 -4.938
C -4.529 -2.588 -3.734
C -3.413 -1.832 -4.362
O -4.009 -0.897 -5.229
C -3.225 -0.494 -6.315
N -5.518 -1.647 -3.171
H -5.658 -4.327 -4.540
H -4.350 -3.816 -5.649
H -5.854 -2.916 -5.494
H -4.102 -3.236 -2.969
H -2.896 -2.694 -4.784
H -2.751 -1.435 -3.593
H -2.893 -1.354 -6.897
H -2.265 -0.021 -6.106
H -3.757 0.268 -6.884
H -5.036 -1.409 -2.316
H -6.290 -2.193 -2.813
C -0.314 8.757 -6.583
C -0.434 7.526 -5.611
C 0.922 6.899 -5.324
O 0.802 5.830 -4.401
C 1.970 5.196 -3.840
N -1.055 8.288 -4.486
H 0.143 9.716 -6.342
H -1.303 8.950 -6.997
H 0.286 8.512 -7.460
H -1.120 6.732 -5.908
H 1.669 7.552 -4.873
H 1.414 6.504 -6.213
H 1.696 4.485 -3.061
H 2.581 6.024 -3.480
H 2.605 4.577 -4.475
H -0.568 9.170 -4.566
H -2.005 8.487 -4.765
C 2.397 -6.602 -2.057
O 2.247 -7.487 -1.232
N 2.950 -6.710 -3.220
N 2.544 -5.319 -1.757
H 3.209 -5.867 -3.711
H 3.523 -7.539 -3.297
H 2.469 -4.905 -0.839
H 2.508 -4.628 -2.492
C 5.185 -1.215 9.295
O 5.763 -0.693 8.377
N 5.924 -1.674 10.193
N 3.934 -1.269 9.507
H 5.422 -2.275 10.831
H 6.896 -1.876 10.009
H 3.238 -0.816 8.933
H 3.531 -1.562 10.386
C -0.704 -6.466 5.662
O -0.997 -7.598 6.141
N -0.135 -6.166 4.506
N -0.823 -5.382 6.388
H 0.033 -5.189 4.315
H -0.243 -6.849 3.770
H -1.315 -5.588 7.246
H -0.209 -4.596 6.230
C 6.275 -0.185 1.272
O 7.436 0.161 1.260
N 5.649 -0.443 0.159
N 5.458 -0.164 2.284
H 6.299 -0.448 -0.614
H 4.641 -0.376 0.180
H 4.526 -0.525 2.137
H 5.868 -0.302 3.197

The spin multiplicity is 3. The calculation puts the HOMO energy (spin up / spin down) at -3.3 / -3.3 eV. The value obtained for the LUMO energy (spin up / spin down) is 3.1 / -0.6 eV. Its charge is -2. Its gap between HOMO and LUMO (spin up / spin down) is 6.4 / 2.7 eV.



For reference, E by record: -37792.5117, -29539.4974, -96021.2835 eV.